(1)
Computed, not measured: a 3-piece molecular cluster, C41H52BrIN3O8P overall in a non-equilibrium geometry, with ωB97M-V/def2-TZVPD.

Calculated values
- Lowest unoccupied orbital energy: -0.03312 Eh
- HOMO: -0.26074 Ha

Cartesian coordinates (Å):
1 C 1.41957 5.30009 2.59224
2 C 0.59438 4.30360 1.59298
3 P -1.19238 4.01721 2.14478
4 C -1.48214 4.45667 3.96185
5 C -0.50859 3.60118 4.93770
6 C -1.82686 2.30600 1.70580
7 C -2.56839 1.43752 2.79859
8 C -3.15308 0.03048 2.47380
9 Br -4.10228 -0.85693 4.00233
10 C -3.02397 -0.66479 1.06196
11 C -3.60828 -2.11136 0.72795
12 C -3.06493 -3.30389 1.66277
13 C -1.68480 -2.94683 2.44426
14 O -4.02523 -3.80081 2.62317
15 C -4.95704 -4.73284 2.03817
16 C -6.32969 -4.08624 1.53676
17 C -7.12906 -3.15679 2.48350
18 C -8.44890 -2.52096 1.93839
19 C -8.95307 -2.81755 0.48247
20 C -8.17389 -3.79096 -0.48018
21 C -6.85231 -4.40417 0.08699
22 C -2.28882 0.20242 -0.02674
23 C -1.69500 1.62798 0.30247
24 C -0.91532 2.41546 -0.87245
25 O -0.98145 3.65574 -1.05319
26 C -0.05835 1.45574 -1.85093
27 C 1.29250 1.96359 -2.40259
28 C 2.06645 1.01471 -3.37178
29 C 3.44424 1.58399 -3.97040
30 C 3.43646 3.19613 -4.06059
31 O 4.39642 3.80315 -3.48646
32 N 2.40436 3.98515 -4.76683
33 C 1.81064 5.05128 -3.85150
34 C 3.08419 4.79581 -5.85563
35 C 1.49288 -0.40895 -3.71951
36 C 2.33662 -1.33975 -4.73724
37 C 3.76306 -1.81614 -4.13380
38 C 3.72624 -2.10179 -2.56539
39 O 3.71136 -1.24613 -1.65225
40 O 3.76207 -3.48938 -2.16448
41 C 0.11965 -0.92993 -3.14105
42 I -0.70162 -2.90420 -3.65939
43 C -0.64320 0.03512 -2.20155
44 C -2.08415 -0.28272 -1.54017
45 O -2.95793 -0.84489 -2.24358
46 H 2.16263 5.87168 1.91468
47 H 1.94326 4.74103 3.43717
48 H 0.69401 6.11610 2.97593
49 H 0.53573 4.88078 0.59282
50 H 1.19800 3.35824 1.37802
51 H -2.58709 4.40964 4.23913
52 H -1.17054 5.56573 4.07570
53 H 0.26283 4.31747 5.40774
54 H -1.16903 3.08319 5.71367
55 H 0.08165 2.88025 4.27375
56 H -2.66815 1.87791 3.85947
57 H -4.76138 -2.00239 0.73463
58 H -3.32845 -2.37033 -0.34858
59 H -2.77745 -4.17137 0.94854
60 H -1.15090 -3.96779 2.57410
61 H -1.86672 -2.56575 3.51037
62 H -0.97452 -2.30099 1.82958
63 H -4.53906 -5.36450 1.18298
64 H -5.23798 -5.47606 2.88138
65 H -6.73112 -2.97733 3.53358
66 H -9.07055 -1.82397 2.61427
67 H -9.91009 -2.33079 0.06353
68 H -8.57736 -4.01749 -1.53220
69 H -6.28747 -5.11962 -0.61814
70 H 1.63546 2.99893 -2.08362
71 H 4.37541 1.19564 -3.41974
72 H 3.53489 1.21201 -5.05163
73 H 1.91881 6.10576 -4.27139
74 H 0.67612 4.81523 -3.82844
75 H 2.18869 4.93928 -2.77906
76 H 3.76715 5.55119 -5.32027
77 H 2.29658 5.41096 -6.41339
78 H 3.68310 4.14212 -6.58099
79 H 1.72771 -2.20216 -5.16526
80 H 2.59022 -0.65267 -5.63439
81 H 4.50941 -0.97575 -4.39814
82 H 4.02264 -2.80214 -4.67443
83 H 4.50594 -3.50326 -1.50734
84 C -0.66657 1.40428 10.43332
85 N -0.18561 2.45636 9.56121
86 C 1.23750 2.72977 9.50961
87 C -1.02812 3.19837 8.78686
88 O -0.68713 4.09326 8.03574
89 H -0.38612 1.63884 11.46346
90 H -0.20729 0.45762 10.13703
91 H -1.75187 1.30977 10.37117
92 H 1.41368 3.76720 9.80442
93 H 1.59156 2.59215 8.48494
94 H 1.78024 2.06084 10.17850
95 H -2.08586 2.91083 8.90017
96 C 7.12788 -6.15094 -7.85069
97 N 6.35833 -5.12368 -7.17862
98 C 5.44500 -5.51000 -6.12052
99 C 6.46495 -3.80500 -7.50889
100 O 5.84761 -2.89685 -6.98338
101 H 6.44190 -6.86381 -8.31542
102 H 7.74935 -6.66912 -7.11580
103 H 7.76959 -5.71894 -8.62022
104 H 4.43273 -5.19757 -6.38945
105 H 5.73355 -5.00388 -5.19574
106 H 5.46794 -6.58988 -5.97032
107 H 7.18405 -3.61945 -8.32267

(2)
Computed, not measured: a 6-piece molecular cluster, C41H52N5O3Si overall in a non-equilibrium geometry, with ωB97M-V/def2-TZVPD.

Calculated values
- Lowest unoccupied orbital energy: -0.16801 Eh
- Net charge: +1
- Energy above the lowest of the compared OMol25 structures with the same formula, charge and spin: 93.3 kcal/mol
- HOMO: -0.40297 Ha

Cartesian coordinates (Å):
1 C -0.96675 4.70638 2.89720
2 N -0.67959 3.76061 4.00936
3 C -1.66841 2.64848 4.09365
4 C 0.71159 3.29390 4.01752
5 O 1.28962 3.24462 5.13732
6 C 1.56731 2.85948 2.73571
7 C 0.92697 1.54362 2.11404
8 N 0.36024 0.49783 2.92409
9 N -0.12804 -0.45532 2.09296
10 N 0.13421 -0.02535 0.85484
11 Si -0.45625 -1.13221 -0.45675
12 C -1.78818 -2.26826 0.38082
13 C 0.91827 -2.36077 -1.06649
14 C -1.35597 -0.23292 -1.88379
15 N 0.78702 1.14842 0.72440
16 C 1.23038 1.87858 -0.48903
17 C 2.40510 1.10509 -1.31564
18 C 1.94378 0.83182 -2.83920
19 O 1.81236 -0.29994 -3.33866
20 O 1.69784 1.94750 -3.73835
21 H -0.10148 5.42950 2.66689
22 H -1.83168 5.38717 3.24805
23 H -1.31709 4.21757 1.92396
24 H -2.04728 2.26878 3.07875
25 H -1.21197 1.76381 4.66845
26 H -2.60664 2.99757 4.66861
27 H 1.72477 3.71096 1.99715
28 H 2.61273 2.55546 3.12024
29 H -1.17583 -2.98646 1.04761
30 H -2.45421 -1.62931 1.05017
31 H -2.36873 -2.86183 -0.39702
32 H 0.81661 -3.36879 -0.51274
33 H 0.80273 -2.48676 -2.19204
34 H 1.96074 -1.97010 -0.80166
35 H -1.54962 0.85625 -1.53472
36 H -2.40833 -0.66209 -2.07918
37 H -0.74115 -0.13210 -2.84661
38 H 0.40049 2.07904 -1.24960
39 H 1.67515 2.91265 -0.24149
40 H 3.36820 1.72173 -1.38830
41 H 2.69232 0.12588 -0.78408
42 H 0.73558 2.17336 -3.68213
43 C 5.68039 -4.46025 -2.61924
44 C 4.99812 -3.30488 -2.98800
45 C 3.65953 -3.37572 -3.36223
46 C 3.00042 -4.60148 -3.35825
47 C 3.68165 -5.75597 -2.98596
48 C 5.02253 -5.68674 -2.62051
49 H 6.72474 -4.40530 -2.33083
50 H 5.51061 -2.34789 -2.98453
51 H 3.12978 -2.47578 -3.65604
52 H 1.95530 -4.65657 -3.64535
53 H 3.16682 -6.71127 -2.98139
54 H 5.55456 -6.58783 -2.33557
55 C -3.50626 4.66373 -0.43675
56 C -3.69314 3.35177 -0.00982
57 C -4.96689 2.90298 0.32490
58 C -6.05580 3.76330 0.22348
59 C -5.86947 5.07336 -0.20678
60 C -4.59463 5.52517 -0.53282
61 H -2.51217 5.01485 -0.69461
62 H -2.84399 2.67821 0.06289
63 H -5.11155 1.88260 0.66392
64 H -7.04954 3.41230 0.47971
65 H -6.71897 5.74320 -0.28726
66 H -4.44934 6.54790 -0.86286
67 C -6.00307 2.46497 5.28119
68 C -6.05293 3.58799 6.10119
69 C -6.13317 3.43879 7.48209
70 C -6.15374 2.16569 8.04394
71 C -6.10012 1.04277 7.22421
72 C -6.02910 1.19173 5.84275
73 H -5.94394 2.58165 4.20375
74 H -6.03009 4.58064 5.66341
75 H -6.17878 4.31420 8.12075
76 H -6.21148 2.04934 9.12079
77 H -6.11459 0.05039 7.66267
78 H -5.99286 0.31596 5.20363
79 C 5.04519 2.14066 -4.65173
80 C 6.05273 2.98835 -5.10121
81 C 7.31840 2.48027 -5.37556
82 C 7.57357 1.12213 -5.20874
83 C 6.56411 0.27474 -4.76330
84 C 5.30053 0.78507 -4.48208
85 H 4.05898 2.53687 -4.43339
86 H 5.85185 4.04603 -5.23610
87 H 8.10601 3.14188 -5.71931
88 H 8.55904 0.72489 -5.42660
89 H 6.76232 -0.78456 -4.63556
90 H 4.51293 0.12632 -4.13021
91 C 0.13773 -8.68833 -0.73108
92 C -1.21342 -8.38100 -0.85778
93 C -1.61794 -7.05541 -0.97678
94 C -0.66955 -6.03684 -0.97881
95 C 0.68191 -6.34444 -0.85581
96 C 1.08559 -7.66956 -0.72764
97 H 0.45237 -9.72190 -0.63496
98 H -1.95192 -9.17564 -0.86300
99 H -2.67187 -6.81576 -1.06893
100 H -0.98467 -5.00271 -1.07660
101 H 1.42174 -5.55003 -0.85926
102 H 2.13873 -7.90868 -0.62632

(3)
Computed, not measured: C41H54ClIrNO4PSi as an isolated structure in a non-equilibrium geometry, with ωB97M-V/def2-TZVPD.

Calculated values
- Lowest unoccupied orbital energy: -0.00598 Eh
- Energy above the lowest of the compared OMol25 structures with the same formula, charge and spin: 30.4 kcal/mol
- HOMO: -0.26194 Ha

Cartesian coordinates (Å):
1 Ir 0.05007 -0.44114 0.24759
2 Cl 1.31214 -0.62495 7.49607
3 C 0.78415 -0.41139 5.85307
4 C -0.36523 0.35099 5.58847
5 C -0.80457 0.52427 4.30546
6 C -0.12161 -0.04778 3.19829
7 O -0.62676 0.17252 2.02892
8 C 1.04290 -0.79814 3.48504
9 C 1.86116 -1.38441 2.46670
10 O 1.66774 -1.37027 1.25753
11 C 1.47256 -0.97187 4.81798
12 H -0.90060 0.80317 6.41317
13 H -1.68984 1.11026 4.09592
14 H 2.76498 -1.90415 2.81657
15 H 2.36182 -1.56052 5.01014
16 C 0.17590 1.62330 0.03714
17 Si -1.11486 2.33088 -1.06607
18 C -2.48818 1.13905 -0.58099
19 N -1.91575 -0.24382 -0.58966
20 C -1.95880 -0.79258 -2.00367
21 C -3.09513 -1.77778 -2.25768
22 C -4.39997 -1.33686 -1.61102
23 C -4.21437 -1.18815 -0.09267
24 C -2.74204 -1.11264 0.30535
25 C -1.63631 4.07600 -0.59723
26 C -2.18168 4.33014 0.66570
27 C -2.55935 5.60882 1.04623
28 C -2.39257 6.66969 0.16557
29 C -1.84544 6.44342 -1.08813
30 C -1.47168 5.15873 -1.46258
31 C -0.72065 2.34017 -2.89772
32 C -1.72813 2.46022 -3.86046
33 C -1.42886 2.51265 -5.21280
34 C -0.10431 2.45044 -5.62966
35 C 0.90987 2.34108 -4.69155
36 C 0.60091 2.28670 -3.33739
37 H -0.07043 2.03679 1.02838
38 H 1.20889 1.91341 -0.15349
39 H -3.39285 1.17519 -1.19196
40 H -2.78560 1.38082 0.44272
41 H -1.01686 -1.28963 -2.19883
42 H -2.04215 0.06183 -2.67368
43 H -2.80339 -2.76625 -1.89331
44 H -3.21744 -1.86504 -3.33923
45 H -5.19489 -2.04909 -1.83481
46 H -4.71203 -0.38410 -2.04825
47 H -4.63925 -2.04691 0.43155
48 H -4.74942 -0.30872 0.27028
49 H -2.28022 -2.09523 0.27260
50 H -2.63307 -0.72445 1.31537
51 H -2.30749 3.51690 1.37404
52 H -2.98551 5.77945 2.02703
53 H -2.69008 7.66913 0.45692
54 H -1.71295 7.26707 -1.77847
55 H -1.04463 4.99881 -2.44616
56 H -2.76741 2.51874 -3.54986
57 H -2.22390 2.60470 -5.94204
58 H 0.13380 2.48843 -6.68513
59 H 1.94294 2.29292 -5.01272
60 H 1.40360 2.19354 -2.61404
61 C 3.96101 3.56062 1.43776
62 P 3.48306 1.96353 2.12898
63 C 2.45147 2.38230 3.55009
64 C 4.99614 1.26421 2.82355
65 O 2.83727 1.08096 1.12023
66 H 4.43798 4.19758 2.18381
67 H 3.06809 4.05751 1.05652
68 H 4.65046 3.39684 0.60957
69 H 2.87210 3.22205 4.10428
70 H 2.35184 1.52645 4.21756
71 H 1.45757 2.64613 3.18503
72 H 5.34908 1.83116 3.68575
73 H 5.77084 1.24669 2.05712
74 H 4.79174 0.23678 3.12695
75 C -0.59399 -3.85021 2.02497
76 C -0.62773 -4.86683 0.88424
77 C -2.05134 -5.05290 0.34571
78 C 0.37513 -4.65184 -0.24131
79 C 0.95218 -5.79951 -0.77257
80 C 1.86297 -5.74302 -1.81044
81 C 2.24414 -4.49624 -2.27397
82 C 1.71122 -3.30725 -1.77683
83 C 2.36304 -2.03856 -2.32440
84 C 1.44449 -0.97743 -2.92409
85 C 3.33078 -1.37846 -1.33568
86 C 0.68589 -3.39334 -0.80526
87 O -0.10080 -2.35441 -0.48323
88 H -1.32377 -4.12613 2.79067
89 H -0.81293 -2.84146 1.68555
90 H 0.39078 -3.84177 2.49781
91 H -0.33517 -5.81943 1.33778
92 H -2.49595 -4.09653 0.06545
93 H -2.69476 -5.50750 1.10310
94 H -2.05586 -5.69411 -0.53646
95 H 0.66986 -6.75994 -0.35285
96 H 2.28325 -6.64540 -2.23440
97 H 2.99316 -4.43110 -3.05568
98 H 2.97887 -2.40011 -3.15272
99 H 0.87864 -0.43428 -2.15945
100 H 0.73274 -1.39377 -3.64018
101 H 2.04510 -0.22732 -3.44385
102 H 2.81577 -0.78050 -0.58718
103 H 4.00789 -0.71022 -1.87503
104 H 3.93053 -2.12757 -0.81546